1.
{"formula": "C4H26NO9S2", "method": "ωB97M-V/def2-TZVPD", "lumo_energy_ha": -0.0974, "e_tot_ha": -1695.95322, "multiplicity": 1, "homo_ev": -11.60, "total_charge": 1, "e_above_lowest_kcal_mol": 60.79, "gap_ha": 0.32889, "species": ["N", "C", "C", "O", "C", "S", "S", "C", "H", "H", "H", "H", "H", "H", "H", "H", "H", "H", "H", "H", "O", "H", "H", "O", "H", "H", "O", "H", "H", "O", "H", "H", "O", "H", "H", "O", "H", "H", "O", "H", "H", "O"], "coordinates": [[-2.1440, -1.0573, -0.0445], [-1.6113, -0.1699, -1.2147], [-2.0900, -0.8225, -2.5030], [-2.7408, -1.7926, -2.3241], [-2.0870, 1.2416, -1.1945], [-1.9233, 2.0939, 0.5386], [-0.4101, 3.2152, 1.0012], [0.7769, 2.0236, 1.8903], [-2.9072, -0.6490, 0.4401], [-1.2637, -1.1096, 0.7123], [-2.2047, -2.0413, -0.4343], [-0.4370, -0.1759, -1.1145], [-1.7322, -0.5532, -3.4826], [-1.4898, 1.8638, -1.7406], [-3.0914, 1.4394, -1.4733], [0.2185, 1.2139, 2.4201], [1.3220, 1.6375, 0.9717], [1.3992, 2.7502, 2.5628], [0.3912, -1.3976, -3.3967], [0.9532, -1.3260, -2.1567], [0.3196, -0.8010, -2.6529], [-2.0358, -0.8795, 3.0415], [-1.1180, -2.0040, 3.3514], [-1.6509, -1.6819, 2.6783], [1.0407, 1.5068, -1.6488], [1.6805, 2.7531, -1.0923], [1.4227, 1.8497, -0.9628], [0.5965, -2.4282, 0.5832], [-0.2156, -3.3287, -0.5826], [-0.0107, -2.4968, -0.3096], [3.8552, -1.5266, -1.8216], [2.6449, -2.5315, -1.6130], [2.8347, -1.6323, -1.8000], [3.2791, -0.2575, 2.1754], [2.5478, -0.4208, 3.5297], [2.9757, -0.9529, 2.8678], [3.3660, -0.5253, -0.0704], [2.6252, 0.7378, -0.2695], [3.2774, 0.4007, 0.3102], [2.5784, -3.4068, 1.5600], [2.2583, -2.0083, 1.8504], [2.0909, -2.7072, 1.1311]]}

=====

2.
{"formula": "C4H26O11", "method": "ωB97M-V/def2-TZVPD", "lumo_energy_ha": -0.0015, "e_tot_ha": -995.56412, "multiplicity": 1, "homo_ev": -10.61, "e_above_lowest_kcal_mol": 36.31, "smiles": "CCCC(=O)O.O.O.O.O.O.O.O.O.O", "gap_ha": 0.38848, "species": ["O", "C", "O", "C", "C", "C", "H", "H", "H", "H", "H", "H", "H", "H", "H", "H", "O", "H", "H", "O", "H", "H", "O", "H", "H", "O", "H", "H", "O", "H", "H", "O", "H", "H", "O", "H", "H", "O", "H", "H", "O"], "coordinates": [[0.5200, -1.7961, 1.5790], [-0.2736, -0.8909, 1.6865], [-1.2511, -0.6415, 0.7687], [-0.2751, 0.0955, 2.7448], [0.7134, 1.2919, 2.6046], [0.3364, 2.3513, 3.6015], [-1.5111, -1.2171, 0.1054], [-0.0005, -0.5548, 3.5821], [-1.2822, 0.3122, 2.8977], [1.8021, 0.8431, 2.6717], [0.7237, 1.8160, 1.6090], [-0.5691, 2.8883, 3.4594], [1.1996, 3.0707, 3.6023], [0.1598, 2.0748, 4.5771], [-3.1372, -1.4717, -0.8921], [-2.9081, -2.8780, -1.7331], [-2.9543, -2.5061, -0.7964], [-1.6547, 2.8206, -3.0457], [-2.0233, 2.2254, -1.7172], [-2.1314, 2.0057, -2.6092], [-0.2500, 1.1844, -3.2590], [1.2691, 1.3038, -3.3492], [0.4365, 1.8043, -3.5293], [2.9606, 1.0476, -3.1094], [2.7170, -0.3301, -2.4969], [2.4645, 0.2412, -3.2639], [-3.1613, 0.3238, 0.4966], [-4.0051, 1.4675, 0.4294], [-3.6312, 0.8124, -0.1197], [2.5242, -1.8585, 2.4767], [2.9283, -0.4408, 2.5887], [3.0017, -1.2703, 3.0812], [3.4866, -0.3411, -0.4624], [2.9788, 0.9430, -1.0226], [3.6625, 0.3111, -1.0455], [-3.0184, 0.2730, -3.1006], [-3.9469, 0.1691, -1.8608], [-3.4506, -0.5282, -2.5596], [3.5976, -2.2096, 0.0703], [2.0870, -2.2456, -0.1143], [2.8367, -1.7205, 0.2163]]}

=====

3.
{"formula": "C4H27N3O7", "method": "ωB97M-V/def2-TZVPD", "lumo_energy_ha": -0.1886, "e_tot_ha": -859.01095, "multiplicity": 1, "homo_ev": -15.77, "total_charge": 2, "e_above_lowest_kcal_mol": 0.00, "gap_ha": 0.39081, "species": ["C", "C", "C", "N", "C", "N", "N", "H", "H", "H", "H", "H", "H", "H", "H", "H", "H", "H", "H", "H", "H", "H", "O", "H", "H", "O", "H", "H", "O", "H", "H", "O", "H", "H", "O", "H", "H", "O", "H", "H", "O"], "coordinates": [[-2.0675, -0.1797, -1.8812], [-1.0733, 0.6080, -0.9900], [0.2095, -0.1293, -0.5550], [2.9265, 1.4285, 1.3510], [2.2320, 0.4909, 0.7283], [1.1657, 0.7989, 0.0029], [-3.4047, -0.5646, -1.3048], [-1.6513, -1.1785, -2.0051], [-2.2930, 0.3809, -2.8296], [-0.8067, 1.5370, -1.4452], [-1.6707, 0.7758, -0.1128], [-0.0571, -0.9429, 0.1240], [0.6958, -0.5025, -1.4723], [3.6732, 1.3021, 1.9857], [2.6038, 2.3770, 1.2280], [2.5591, -0.5534, 0.9044], [1.1917, 1.8140, -0.3439], [-3.9794, 0.2510, -1.4815], [-3.3599, -0.7859, -0.2553], [-3.7654, -1.4128, -1.6812], [4.1106, -2.2861, 0.2467], [3.5931, -1.8386, -1.1578], [3.8070, -1.5330, -0.2572], [-3.8331, -0.9317, 2.0250], [-2.3498, -1.5202, 1.6646], [-3.2025, -1.2052, 1.3553], [0.8789, 2.3872, 3.3722], [0.2670, 0.9193, 3.6380], [0.6268, 1.5499, 3.0123], [1.2513, 4.4042, 1.8721], [0.6816, 4.9554, 0.6357], [1.2124, 4.1967, 0.9373], [-1.1785, -3.4236, -2.5504], [-1.0411, -3.7335, -0.9465], [-1.1254, -3.0897, -1.6554], [2.0075, 2.7096, -2.2756], [1.2632, 3.6481, -1.1584], [1.2616, 2.7851, -1.6325], [0.2121, -4.1967, 1.2757], [-1.0005, -5.0716, 0.9083], [-0.5705, -4.2399, 0.7242]]}

=====

4.
{"formula": "C4H27NO12", "method": "ωB97M-V/def2-TZVPD", "lumo_energy_ha": 0.0080, "e_tot_ha": -1126.14987, "multiplicity": 1, "homo_ev": -9.74, "e_above_lowest_kcal_mol": 113.69, "smiles": "CN(C=O)CC=O.O.O.O.O.O.O.O.O.O.O", "gap_ha": 0.36607, "species": ["C", "N", "C", "C", "C", "O", "O", "H", "H", "H", "H", "H", "H", "H", "H", "H", "O", "H", "H", "O", "H", "H", "O", "H", "H", "O", "H", "H", "O", "H", "H", "O", "H", "H", "O", "H", "H", "O", "H", "H", "O", "H", "H", "O"], "coordinates": [[-1.5228, 1.5138, -1.1442], [-0.4355, 0.6852, -1.4166], [-0.4331, 0.0773, -2.7408], [0.2247, 0.0343, -0.3537], [0.3738, 0.8426, 0.9779], [0.1275, 0.3336, 2.0413], [-1.6001, 1.9292, -0.0550], [-2.1718, 1.8965, -2.0024], [0.4988, 0.1786, -3.2856], [-0.5708, -1.0337, -2.6365], [-1.2610, 0.3119, -3.4822], [1.3481, -0.0893, -0.7273], [-0.2143, -1.0054, -0.0884], [0.3775, 1.9151, 0.8884], [2.9534, 1.6104, 0.3094], [4.0669, 0.9996, 0.9672], [3.2082, 0.7736, 0.7229], [0.9512, -2.4970, 3.0430], [0.4834, -1.2510, 2.2002], [0.9165, -2.1030, 2.1470], [2.0920, 3.4178, 2.2978], [0.8379, 3.7828, 1.5699], [1.6960, 3.2533, 1.4837], [3.0843, -2.6738, -0.4948], [2.0431, -2.6364, 0.5676], [2.5490, -3.2636, 0.0474], [-0.9965, -2.7707, 2.1945], [-1.6308, -1.5179, 2.4642], [-1.8571, -2.4127, 2.3950], [-1.6516, -3.0730, -1.3236], [-2.3247, -2.9940, 0.0439], [-2.3839, -2.7268, -0.9553], [-1.7349, 3.0871, 1.5164], [-0.7982, 3.6314, 2.7686], [-1.3002, 3.8741, 1.9234], [0.7799, 2.7879, -1.0277], [1.2227, 4.1808, -1.4430], [1.4817, 3.2259, -1.4727], [0.5247, -3.2023, -1.3291], [0.4772, -4.5224, -1.8495], [-0.0751, -3.8302, -1.7313], [-2.7334, -0.8313, -1.4188], [-3.5025, 0.1806, -0.3910], [-3.1201, -0.0886, -1.2002]]}

=====

Which formula does entry 4 have? C4H27NO12